Molecular formula: C5H35N2O11S
Method: DFT, ωB97M-V/def2-TZVPD

ΔE to the lowest compared entry with this formula, charge and spin = 22.6 kcal/mol
Molar mass = 331.40 g mol⁻¹
Max |F| = 5.16 eV/Å
Charge = -1
Frontier orbital gap = 6.6 eV
Total energy = -42091.513 eV

Structure (XYZ):
```
54
Properties=species:S:1:pos:R:3:forces:R:3:lowdin_charge:R:1
N -0.0907 -1.3130 -0.1524 -2.016 -0.053 -0.536 -0.009
C -0.4442 -0.1948 -1.1325 0.124 -0.284 -0.493 -0.391
C -0.1120 -0.7116 -2.5412 1.298 -1.107 1.118 -0.631
S 1.4123 -1.7998 -2.7541 -0.276 1.127 0.233 0.249
C 0.2423 1.0816 -0.6734 0.128 1.962 1.294 -0.180
N -0.6357 1.7402 0.3748 0.895 0.345 1.238 -0.235
C -0.7262 0.8517 1.5928 -2.494 1.625 -1.400 -0.061
C -0.1277 3.0952 0.8034 1.109 0.086 -0.968 -0.108
H 0.9160 -1.3427 -0.0829 0.247 0.023 -0.201 0.016
H -0.3388 -2.2374 -0.5818 0.431 1.260 -0.001 0.082
H -1.5405 0.1080 -1.1638 1.080 -1.013 0.571 0.126
H -0.9603 -1.3073 -2.7402 -0.942 -0.905 -0.775 0.028
H -0.0470 0.0426 -3.2654 -0.272 1.172 -0.891 -0.015
H 0.5246 1.9410 -1.3548 -0.855 -1.659 0.070 0.094
H 1.2138 0.7855 -0.2516 -0.034 0.083 0.408 0.091
H -1.4407 0.0291 1.3567 0.628 0.954 0.722 0.066
H -1.0797 1.5528 2.3635 -0.141 -0.816 0.134 0.085
H 0.1999 0.4418 1.8526 1.606 -0.668 0.470 0.050
H -0.5412 3.6260 1.6824 -0.346 -1.244 -0.089 0.078
H -0.2924 3.8572 0.0295 -0.092 -0.417 -0.390 0.065
H 0.9779 3.1139 0.9491 -0.394 -0.250 0.119 0.082
H -4.2786 -0.8761 -1.6469 1.356 -1.249 -2.677 -0.003
H -4.4497 0.1523 -0.7454 0.377 2.195 0.798 -0.022
O -4.7507 -0.7229 -0.8792 -1.607 -0.889 1.969 -0.012
H -2.6223 -2.6881 2.9093 2.043 0.583 1.657 0.040
H -1.1717 -3.2010 3.0665 -0.912 1.085 1.191 0.022
O -1.8285 -2.6245 3.5663 -0.637 -1.744 -2.109 -0.154
H 3.5539 -1.5352 1.4869 0.370 0.588 -0.883 -0.036
H 2.9183 -1.5801 2.8939 -0.278 -0.036 0.296 -0.007
O 3.2150 -2.1166 2.1537 0.654 -1.349 0.347 -0.086
H 1.3391 -2.5196 3.7642 -0.057 2.210 -0.205 0.082
H 1.0229 -1.0132 3.4735 -2.831 1.741 -2.017 -0.026
O 1.5829 -1.5550 3.9249 2.231 -3.254 3.327 -0.049
H -0.8051 1.9640 -3.5846 -0.477 -0.473 -0.104 0.032
H -0.6180 3.0820 -2.7383 -0.488 0.282 0.458 0.042
O -1.3506 2.5011 -2.9906 0.866 0.234 -0.539 -0.050
H -2.6621 1.7299 -1.7575 0.629 -0.029 -1.380 -0.034
H -2.7214 2.2253 -0.3849 -1.473 -1.423 -1.227 0.087
O -3.3241 1.7630 -1.0831 0.699 1.405 2.633 -0.100
H 3.1643 0.0923 -0.0512 0.047 -0.102 0.033 0.002
H 3.1263 -1.3542 -0.6227 -0.258 0.075 -0.404 -0.010
O 3.5825 -0.7760 0.0062 0.361 0.173 -0.371 -0.079
H 1.6824 -3.1607 1.7327 1.402 0.530 -0.423 -0.004
H 0.1744 -2.9031 1.3519 1.499 -0.513 1.499 0.056
O 0.8018 -3.2654 2.0593 -3.187 -0.349 -1.139 -0.094
H 1.7209 0.9032 -3.4917 0.648 -2.008 -0.073 -0.027
H 2.3227 2.3027 -3.2561 -0.216 -0.347 -0.316 0.057
O 1.4993 1.8072 -3.3767 -0.032 2.311 0.084 -0.059
H -2.0470 -1.6582 0.8720 0.055 -0.447 0.472 0.014
H -3.5141 -1.5156 0.8664 -1.898 0.820 -1.055 -0.003
O -2.8542 -2.0011 1.3072 1.431 -0.413 -0.287 -0.055
H 2.7373 2.0345 -1.1050 -3.286 0.882 -1.057 -0.054
H 3.9022 1.2364 -1.3366 0.144 0.832 1.158 0.087
O 3.5423 1.9124 -0.6952 3.141 -1.540 -0.290 -0.039
```
Forces are in eV/Å.

Molecular formula: CaH4N4O14
Method: DFT, ωB97M-V/def2-TZVPD

ΔE to the lowest compared entry with this formula, charge and spin = 5.9 kcal/mol
Molar mass = 324.12 g mol⁻¹
Max |F| = 1.25 eV/Å
Charge = -2
Frontier orbital gap = 7.8 eV
Total energy = -53122.132 eV

Structure (XYZ):
```
23
Properties=species:S:1:pos:R:3:forces:R:3:lowdin_charge:R:1
Ca 0.3134 -0.0690 0.2481 -0.443 -0.259 -0.561 1.507
N 2.6044 -1.9294 -1.9615 0.260 -0.034 -0.378 -0.611
O 2.8169 -1.4658 -3.0910 -0.183 0.049 0.425 -0.036
O 3.0639 -3.0349 -1.6373 -0.186 0.152 0.204 -0.053
O 1.9180 -1.2631 -1.1237 -0.041 0.014 0.217 -0.191
N -0.9006 -2.6484 2.5019 -0.192 0.866 0.833 -0.607
O -0.3995 -1.7643 1.7425 0.356 -0.017 -0.163 -0.207
O -1.3919 -2.2716 3.5889 0.253 -0.499 -0.613 -0.051
O -0.8842 -3.8301 2.1627 -0.051 -0.107 -0.093 -0.033
N -1.3918 2.6244 1.6294 1.048 0.449 -0.187 -0.594
O -2.1631 2.9150 2.5489 -0.085 -0.153 -0.339 -0.035
O -0.7068 3.4981 1.0476 -0.273 -0.366 0.492 -0.053
O -1.2265 1.4143 1.2912 -0.389 -0.194 0.185 -0.188
N -0.7046 1.8178 -2.5315 -0.746 0.770 -0.636 -0.598
O -1.1917 2.9590 -2.4598 0.298 -0.309 0.112 -0.042
O -0.0215 1.3829 -1.5632 0.213 -0.322 -0.037 -0.198
O -0.8989 1.1309 -3.5545 0.325 -0.218 0.706 -0.052
O 1.7523 1.3632 1.3935 0.667 0.575 0.168 -0.124
H 1.6538 2.2961 1.1426 -0.414 -0.161 -0.062 0.068
H 2.1918 1.3751 2.2482 -0.117 -0.139 -0.010 0.069
O -1.2183 -1.3177 -0.9816 -0.727 -0.325 -0.373 -0.124
H -1.1055 -2.1565 -1.4390 0.277 0.049 0.113 0.076
H -2.1095 -1.0259 -1.2025 0.151 0.181 -0.004 0.075
```
Forces are in eV/Å.

Molecular formula: C2H4NP
Method: DFT, ωB97M-V/def2-TZVPD

ΔE to the lowest compared entry with this formula, charge and spin = 103.7 kcal/mol
Molar mass = 73.03 g mol⁻¹
Max |F| = 5.10 eV/Å
Frontier orbital gap (spin up / spin down) = 8.1 / 8.1 eV
Total energy = -12912.032 eV

Structure (XYZ):
```
8
Properties=species:S:1:pos:R:3:forces:R:3:lowdin_charge:R:1
C 0.5831 -0.1765 -0.2770 -0.741 1.028 1.165 -0.283
C 1.8591 0.3514 0.2723 -4.487 -0.313 -2.403 -0.074
N 1.3977 0.8838 -0.8036 1.567 0.252 0.889 0.072
P -2.0259 0.3519 -0.2868 1.790 -1.822 -0.161 0.623
H 0.6052 -1.1026 -0.7745 -0.570 -1.071 -0.697 0.020
H 2.5586 0.2419 1.0280 1.457 0.471 0.993 0.080
H -2.4996 0.5258 1.0213 0.319 0.201 0.491 -0.257
H -2.4781 -1.0757 -0.1797 0.664 1.255 -0.277 -0.181
```
Forces are in eV/Å.

Molecular formula: C44H61FN8O4S2SiV
Method: DFT, ωB97M-V/def2-TZVPD

2S+1 = 4
Molar mass = 928.19 g mol⁻¹
Max |F| = 3.27 eV/Å
Frontier orbital gap (spin up / spin down) = 4.9 / 6.4 eV
Total energy = -124682.520 eV

Structure (XYZ):
```
122
Properties=species:S:1:pos:R:3:forces:R:3:lowdin_charge:R:1
V -0.7536 0.6492 0.4946 -0.061 -2.624 1.946 0.660
C 4.1744 4.0968 -4.3429 0.130 0.021 -0.250 -0.080
O 3.4889 3.8232 -3.1468 -0.027 0.089 0.658 -0.096
C 3.9348 4.4039 -1.9813 -0.185 -0.101 -0.050 -0.202
C 4.9866 5.2933 -1.8803 -0.053 -0.036 -0.131 -0.026
C 5.3502 5.7982 -0.6363 -0.004 0.013 0.144 -0.096
C 4.6748 5.4038 0.5011 0.111 0.133 -0.090 -0.093
C 3.6220 4.5070 0.4146 -0.053 -0.112 -0.225 -0.021
C 3.2306 4.0058 -0.8212 0.218 0.210 0.072 -0.152
N 2.2371 3.0607 -1.0114 -0.221 -0.212 -0.382 0.172
C 1.2017 2.6402 -0.2049 0.167 0.146 -0.071 -0.299
N 0.7794 3.4840 0.7484 0.485 0.320 -0.493 0.165
C -0.2903 3.3286 1.6386 -0.611 0.020 0.815 -0.189
C -1.0394 2.1571 1.7443 0.293 1.154 0.542 -0.181
C -2.0599 2.1656 2.6972 -0.090 0.318 0.267 -0.132
C -2.3364 3.2712 3.4748 -0.120 -0.165 -0.023 -0.095
C -1.5934 4.4369 3.3335 0.110 0.250 0.031 -0.038
C -0.5566 4.4652 2.4248 0.125 -0.093 -0.190 -0.210
O 0.2710 5.5479 2.1866 -0.105 -0.407 -0.072 -0.114
C 0.0044 6.7543 2.8523 0.026 0.232 0.048 -0.091
N 0.6640 1.4649 -0.4050 2.187 1.601 -1.180 -0.020
C 1.2323 0.6813 -1.4221 0.671 -0.066 -0.855 -0.289
C 2.3390 -0.1222 -1.1838 -0.122 0.256 -0.197 -0.065
C 2.9157 -0.8368 -2.2214 0.131 -0.050 0.125 -0.110
C 2.3761 -0.7699 -3.4930 -0.065 -0.033 0.075 -0.084
C 1.2717 0.0289 -3.7502 -0.072 0.008 -0.154 -0.017
C 0.7103 0.7791 -2.7284 -0.037 0.180 0.534 -0.243
O -0.3180 1.6588 -2.8518 0.310 -0.296 0.094 -0.080
C -0.7342 2.0427 -4.1376 -0.053 0.023 -0.241 -0.060
H 3.7078 3.4641 -5.0977 0.078 0.083 0.022 0.094
H 5.2364 3.8435 -4.2661 -0.043 0.009 0.010 0.097
H 4.0710 5.1464 -4.6376 0.015 -0.039 0.058 0.098
H 5.5342 5.6095 -2.7556 -0.029 -0.032 -0.093 0.104
H 6.1697 6.4956 -0.5664 0.094 0.076 -0.008 0.099
H 4.9662 5.7821 1.4684 0.041 0.052 0.090 0.102
H 3.1277 4.1741 1.3124 -0.055 -0.042 0.089 0.111
H 2.3088 2.5814 -1.9014 -0.103 0.014 0.205 0.137
H 1.1365 4.4306 0.7123 0.011 -0.159 -0.074 0.130
H -2.6636 1.2774 2.8291 -0.128 -0.099 0.025 0.063
H -3.1355 3.2478 4.2012 -0.105 -0.009 0.094 0.092
H -1.8416 5.2982 3.9305 0.061 0.162 0.096 0.097
H 0.7113 7.4722 2.4367 -0.076 0.041 0.113 0.091
H 0.1663 6.6667 3.9318 -0.042 -0.025 -0.044 0.095
H -1.0156 7.1020 2.6636 0.014 -0.027 0.018 0.095
H 2.7266 -0.1663 -0.1731 0.017 0.026 0.038 0.120
H 3.7885 -1.4439 -2.0328 0.046 -0.030 -0.042 0.075
H 2.8103 -1.3432 -4.2975 0.058 -0.063 -0.094 0.102
H 0.8614 0.0584 -4.7476 -0.059 0.086 -0.085 0.107
H -1.4973 2.8011 -3.9804 -0.008 -0.030 -0.061 0.085
H -1.1704 1.2080 -4.6915 -0.017 -0.027 -0.010 0.098
H 0.0956 2.4698 -4.7120 -0.005 -0.042 0.009 0.097
C -4.6139 -0.8157 1.9528 0.611 0.002 -0.386 -0.159
Si -3.0859 -1.1184 0.8267 -0.565 -0.732 0.114 0.438
C -1.6868 -1.6374 2.0300 -0.269 0.432 -0.444 -0.202
C -3.5819 -2.6512 -0.2379 0.136 0.660 0.220 -0.191
N -2.5532 0.2725 -0.0565 -1.171 -1.321 0.139 -0.170
C -3.3519 0.9785 -0.8857 -0.689 0.564 -0.506 -0.293
C -4.6043 0.5353 -1.3634 0.342 0.135 0.147 -0.045
C -5.3840 1.2995 -2.2047 -0.293 0.082 -0.190 -0.113
C -4.9714 2.5507 -2.6310 -0.093 -0.078 -0.043 -0.117
C -3.7516 3.0284 -2.1806 0.113 0.007 0.071 -0.044
C -2.9823 2.2610 -1.3388 0.348 0.252 0.172 -0.202
F -1.8022 2.8051 -0.8962 -0.817 -0.135 -0.352 0.037
H -5.0707 -1.7611 2.2311 -0.088 -0.283 -0.014 0.019
H -5.3669 -0.2150 1.4546 -0.169 0.132 -0.126 0.022
H -4.3434 -0.3069 2.8725 0.117 0.210 0.175 -0.002
H -1.9620 -2.5418 2.5684 -0.219 -0.258 0.011 0.031
H -1.4952 -0.8613 2.7723 0.006 0.101 0.075 -0.035
H -0.7532 -1.8431 1.5077 0.058 -0.086 0.036 -0.022
H -3.3735 -3.5789 0.2888 0.086 -0.185 0.211 0.013
H -3.0468 -2.6570 -1.1826 0.123 0.031 -0.118 -0.007
H -4.6451 -2.6485 -0.4615 -0.236 0.034 0.010 0.016
H -4.9616 -0.4334 -1.0484 -0.023 -0.138 0.007 0.079
H -6.3399 0.9125 -2.5282 -0.084 -0.047 -0.052 0.096
H -5.5855 3.1480 -3.2884 -0.039 0.029 -0.030 0.092
H -3.3994 4.0090 -2.4610 0.107 0.130 -0.006 0.113
O 1.1785 0.1901 2.2560 0.228 -0.245 -0.096 -0.093
H 0.8655 -0.3766 2.9772 -0.116 0.046 -0.101 -0.032
H 1.2132 1.0642 2.6644 -0.167 0.095 -0.056 0.040
S -0.4039 0.0015 5.1295 0.294 0.117 0.245 0.676
C -1.9586 -0.1394 5.6940 1.347 -1.390 -1.171 -0.868
N -2.6255 -1.3305 5.4036 -1.311 0.307 0.576 0.070
C -3.9107 -1.5432 5.8001 0.789 0.451 -0.062 -0.055
C -4.5423 -0.5708 6.5215 -0.149 -0.282 -0.055 -0.053
C -3.8155 0.5993 6.8033 1.112 -0.116 -0.532 -0.091
N -2.5712 0.7989 6.3969 -1.705 0.922 1.113 0.074
H -2.1184 -2.0166 4.8622 0.032 0.101 -0.029 0.116
H -4.3599 -2.4842 5.5247 -0.033 -0.056 -0.037 0.130
H -5.5528 -0.6976 6.8682 -0.102 -0.052 -0.016 0.101
H -4.2520 1.4039 7.3767 -0.133 0.073 0.082 0.114
C 4.6838 -4.1699 -1.4179 0.127 -0.226 0.138 -0.106
C 4.7839 -4.8485 -0.0603 -0.049 0.212 0.044 -0.259
C 3.7934 -4.2995 0.9688 -0.040 -0.314 -0.202 -0.187
C 2.3354 -4.6426 0.6489 -0.094 -0.318 0.318 -0.190
N 1.7084 -3.6768 -0.2360 -0.003 -0.134 0.064 0.027
C 0.3938 -3.5642 -0.5196 -0.116 0.386 -0.137 -0.772
S -0.1899 -2.1108 -1.1057 -0.294 0.306 -0.114 0.811
N -0.4904 -4.5845 -0.3634 -0.091 0.089 0.090 0.022
C -0.2576 -5.9911 -0.6211 0.541 -0.376 -0.143 -0.193
C 0.2645 -6.2730 -2.0361 -0.325 -0.089 0.124 -0.191
C -0.7435 -5.9754 -3.1556 0.258 0.114 -0.067 -0.250
C -0.6278 -4.5602 -3.7110 -0.187 -0.186 0.014 -0.113
H 5.4574 -4.5443 -2.0834 0.045 0.000 -0.144 0.074
H 4.8259 -3.0992 -1.3044 0.015 0.160 -0.061 0.054
H 3.7171 -4.3502 -1.8787 -0.143 0.065 -0.122 0.064
H 5.7978 -4.7200 0.3254 -0.001 -0.066 0.032 0.106
H 4.6111 -5.9210 -0.1744 0.074 -0.069 0.054 0.106
H 3.9130 -3.2178 1.0634 -0.017 0.084 0.097 0.116
H 4.0365 -4.7418 1.9381 -0.088 0.117 0.010 0.112
H 1.7580 -4.7003 1.5808 0.017 -0.038 -0.099 0.127
H 2.3141 -5.6335 0.1835 0.019 0.016 0.080 0.103
H 2.2021 -2.8002 -0.3483 -0.154 -0.051 -0.129 0.096
H -1.4174 -4.2832 -0.6381 0.157 0.155 0.100 0.083
H -1.2135 -6.4997 -0.4750 0.079 0.028 0.059 0.124
H 0.4447 -6.3891 0.1148 -0.152 -0.068 -0.025 0.094
H 0.5460 -7.3273 -2.0753 0.107 -0.009 0.046 0.109
H 1.1614 -5.6720 -2.2009 0.175 -0.086 -0.006 0.099
H -1.7604 -6.1487 -2.7940 -0.050 -0.098 -0.010 0.105
H -0.5685 -6.6736 -3.9781 -0.091 -0.070 0.075 0.101
H -0.8207 -3.8051 -2.9545 0.003 0.110 -0.010 -0.001
H -1.3391 -4.4161 -4.5204 -0.068 0.075 -0.124 0.072
H 0.3720 -4.3913 -4.1066 0.119 0.067 -0.035 0.075
```
Forces are in eV/Å.